An isolated molecule of C8H8N2OS2 in a non-equilibrium geometry. Source: the Open Molecules 2025 dataset; level of theory: ωB97M-V/def2-TZVPD.

Geometry (Å):
S1 4.0651 -1.3074 0.1285
O1 0.2813 0.3948 -2.0792
C1 -0.0456 0.4377 -0.6706
H1 -0.7953 -2.8306 -0.5742
N1 1.3176 -1.5052 -0.3478
C2 2.4988 -1.3423 0.0283
H2 -2.8022 1.3884 1.1324
H3 1.2676 1.1426 2.3258
H4 1.3274 0.6036 -2.0665
S2 2.2208 2.0204 -0.4120
C3 0.5351 1.1451 1.5932
H5 -1.8217 -1.5159 -0.2772
H6 -0.9289 -1.8362 -1.8349
C4 0.8833 1.2369 0.2094
C5 -0.9479 -1.8079 -0.7828
H7 -2.0596 1.0975 -1.2378
C6 -0.7457 0.9804 1.8209
H8 -1.0639 0.7639 2.8334
C7 -1.4889 0.8337 -0.4457
C8 -1.7919 1.0423 0.8211
N2 0.0948 -0.9417 -0.1642

Cartesian forces, eV/Å:
S 0.1 0.0 0.3
O 2.8 1.6 1.6
C 0.5 -1.0 -2.2
H 0.6 -1.1 1.0
N 4.3 0.4 1.2
C -3.7 -0.4 -1.8
H 0.8 -0.4 -0.2
H 1.2 0.2 1.3
H -3.2 -0.5 -0.3
S -1.6 -1.1 0.8
C -0.3 0.1 -1.4
H -1.5 0.2 -0.2
H -0.4 0.9 -1.5
C 2.5 1.4 -1.8
C 1.4 0.2 1.1
H -1.9 0.2 -2.4
C -1.6 -0.7 2.1
H -0.1 0.3 0.2
C 2.5 0.1 2.0
C -1.3 0.8 0.1
N -1.4 -1.3 0.0

Properties
SMILES   CN(N=C=S)[C@@]1(O)C=CC=CC1=S



The ion C8H8N3O2 with charge +1 in a non-equilibrium geometry. Source: the Open Molecules 2025 dataset; level of theory: ωB97M-V/def2-TZVPD.

Geometry (Å):
H1 -4.0263 0.8570 0.6063
C1 1.0632 -0.5713 -0.9952
H2 1.1684 0.7730 2.1280
H3 2.5464 -0.2593 -2.4024
H4 4.1876 0.6493 -0.4273
C2 -0.7288 -0.6260 0.6381
C3 0.5752 -0.3120 0.3700
C4 2.3488 -0.2989 -1.3236
N1 -2.0801 1.3489 -0.3150
N2 -3.0659 0.5925 0.1152
H5 3.4423 1.1431 1.5217
H6 -3.8825 -1.2587 -0.4776
O1 -1.5281 -2.5272 -0.5961
O2 -1.9058 2.4884 -0.0265
H7 -1.2164 -0.3061 1.4723
C5 2.6740 0.7737 0.8051
H8 0.4480 -1.1308 -1.6376
C6 -1.6973 -1.4187 -0.1130
N3 -2.9613 -0.7103 -0.1412
C7 3.1950 0.3914 -0.4192
C8 1.4436 0.4021 1.2182

Cartesian forces, eV/Å:
H 2.7 0.1 -1.0
C 0.3 -0.5 2.7
H -1.1 0.4 2.5
H 0.6 -0.8 0.5
H 2.4 0.2 -1.6
C 1.5 0.2 -1.4
C 0.2 -0.6 -2.3
C 0.6 2.0 -1.7
N 1.8 -0.9 -1.2
N -3.5 2.0 2.3
H -1.2 0.3 -0.4
H 3.1 1.8 0.6
O -0.3 1.8 0.8
O -1.2 0.2 0.6
H -0.7 1.1 2.9
C 2.1 -0.5 1.1
H -0.8 -0.3 -1.0
C -2.1 -0.7 -1.7
N -1.1 -4.9 -1.4
C -3.0 -0.9 0.7
C -0.2 0.1 -1.2

Properties
Net charge   +1



An isolated molecule of C8H8N4OS2 in a non-equilibrium geometry. Source: the Open Molecules 2025 dataset; level of theory: ωB97M-V/def2-TZVPD.

Geometry (Å):
H1 -2.0413 0.5609 2.4661
N1 1.9534 -2.0940 -0.9979
H2 -1.5812 2.8321 3.6188
H3 -2.7453 -1.1869 -0.1254
H4 1.9290 -4.0874 -1.5814
C1 -1.3466 2.6267 2.5898
C2 -1.1985 1.3862 0.6451
S1 -0.7670 -2.2955 -0.8053
C3 0.7955 -1.6717 -0.4348
C4 -1.6930 -1.0303 0.1142
C5 -0.7728 3.5352 1.7471
H5 1.5281 -2.9110 -2.8516
H6 3.2138 -3.0647 -2.2786
C6 -1.5887 1.3966 1.9642
N2 2.3933 -0.5544 0.3669
C7 -1.2447 0.3485 -0.3627
O1 -0.9548 0.5460 -1.5221
N3 1.0790 -0.7072 0.4201
N4 2.9276 -1.3548 -0.4531
S2 -0.5236 2.9152 0.1781
H7 -0.4799 4.5416 1.9734
C8 2.1662 -3.1025 -1.9877
H8 -1.5145 -1.1819 1.1755

Cartesian forces, eV/Å:
H 0.0 -0.2 0.1
N -1.3 0.7 0.8
H 0.0 0.1 0.2
H 0.0 0.0 0.0
H 0.1 0.0 0.0
C 0.1 0.4 0.1
C 0.1 1.0 0.2
S -0.4 -0.2 0.0
C 0.7 -0.1 -0.1
C 0.4 -0.3 -0.3
C 0.0 -0.2 -0.2
H 0.1 0.0 0.0
H -0.1 0.0 0.0
C 0.1 -0.2 -0.6
N 0.8 0.6 0.4
C -0.2 -0.2 -0.2
O -0.1 0.1 0.1
N -1.0 -0.5 -0.1
N 1.1 -0.4 -0.5
S -0.3 -0.3 0.4
H 0.1 0.2 0.1
C 0.1 -0.4 -0.3
H -0.1 0.1 0.0

Properties
SMILES   Cn1nnnc1SCC(=O)c1cccs1



A structure of composition C8H8NO in a non-equilibrium geometry. Source: the Open Molecules 2025 dataset; level of theory: ωB97M-V/def2-TZVPD.

Geometry (Å):
N1 -2.3345 0.1971 -0.1443
C1 1.7236 1.2404 0.1789
C2 -0.0187 -0.7318 0.1562
H1 -3.0529 -2.2782 0.6598
H2 3.0526 2.2876 -1.3951
C3 -0.8103 -2.9504 0.5761
C4 -1.4891 -0.8301 0.2367
H3 -3.3463 -0.0526 -0.1764
H4 1.5122 1.4572 -1.9983
C5 0.0137 -2.1226 0.0933
H5 -2.0754 1.1369 -0.3638
H6 1.6004 2.8951 -1.0408
C6 0.9735 0.1921 0.0416
C7 2.0028 1.9423 -1.1167
C8 -1.9607 -2.0916 0.5419
H7 -0.8307 -3.9872 0.8987
O1 2.0617 1.6541 1.3904
H8 2.9781 2.0416 1.4619

Cartesian forces, eV/Å:
N -0.5 -2.5 0.4
C 0.6 0.3 -1.5
C 2.1 1.4 -0.3
H 1.1 -0.4 -0.7
H -0.8 -1.4 0.6
C -3.3 -3.1 2.4
C -2.6 4.4 0.3
H 1.4 0.6 -0.2
H 0.6 0.2 0.9
C 4.2 0.1 -3.1
H 0.4 0.2 0.1
H -1.4 1.9 0.3
C -3.3 -2.6 1.0
C 1.7 -0.1 -1.3
C -0.8 0.4 0.5
H 0.5 0.3 0.0
O 1.6 0.8 0.8
H -1.3 -0.4 -0.4

Properties
Net charge   +1



The ion C8H8NO2 with charge -1 in a non-equilibrium geometry. Source: the Open Molecules 2025 dataset; level of theory: ωB97M-V/def2-TZVPD.

Geometry (Å):
N1 -1.6442 0.4586 1.4434
C1 0.9277 -0.1253 -1.0676
C2 0.0453 0.4752 -0.1781
C3 -0.3294 -2.1709 -0.9423
C4 -1.1591 -1.6076 0.0337
H1 0.2596 2.5604 -0.6818
H2 1.3181 -1.8811 -2.2404
H3 1.8148 0.3516 -1.2921
H4 2.3472 1.3633 1.3850
C5 -1.0634 -0.1876 0.4542
H5 -2.0469 -2.0128 0.4618
C6 0.4916 1.9131 0.2332
H6 -0.4384 -3.0591 -1.5579
C7 1.9637 1.9708 0.4928
C8 0.6854 -1.4380 -1.5150
H7 -2.9106 -1.0780 2.1482
O1 -2.9444 -0.1608 1.9472
H8 -0.1322 2.1732 1.0976
O2 2.8154 2.4550 -0.2218

Cartesian forces, eV/Å:
N -1.6 -0.3 0.5
C -2.7 -1.9 1.1
C 2.1 1.0 0.1
C -0.6 0.9 -0.6
C -0.5 1.7 0.0
H 0.3 -0.4 1.5
H 0.5 -0.4 -0.6
H 1.6 1.2 -0.9
H -0.7 0.6 -0.5
C 1.5 -1.9 -0.4
H -0.3 -1.2 -0.1
C -1.2 0.2 -1.5
H -0.8 -0.7 1.1
C 0.6 -1.2 0.7
C 0.6 1.3 0.7
H 0.9 -1.4 0.1
O 0.6 2.1 -0.9
H 0.3 0.3 -0.1
O -0.5 0.3 0.0

Properties
Net charge   -1



An isolated molecule of C8H8NO2P in a non-equilibrium geometry. Source: the Open Molecules 2025 dataset; level of theory: ωB97M-V/def2-TZVPD.

Geometry (Å):
O1 -2.5476 1.0333 -2.5836
C1 -0.7945 -0.0622 -1.4127
C2 0.1643 0.4480 0.8320
H1 0.6984 -3.3199 1.5334
C3 0.6380 -2.2960 1.1223
C4 -0.0452 -0.4427 -0.2227
P1 1.0210 1.7385 -1.8370
H2 2.1051 0.7828 -1.2073
C5 0.7581 -1.3962 2.1507
O2 -0.2027 1.7798 0.6495
H3 0.7185 0.7298 2.7484
N1 0.5203 2.4285 -0.4061
H4 -2.2671 1.4749 -0.7513
C6 0.3668 -1.7988 -0.1400
C7 0.6694 -0.0396 2.0094
C8 -1.9022 0.8792 -1.5438
H5 0.9032 -1.9965 3.0697
H6 -0.8444 -0.7748 -2.3263
H7 0.0731 -2.3209 -1.0843
H8 -0.0327 3.1529 -0.6002

Cartesian forces, eV/Å:
O 0.9 -0.6 0.5
C 2.0 0.5 -2.5
C -0.3 0.1 -1.5
H 0.1 0.3 -1.5
C 0.0 -0.5 -0.5
C -0.8 -0.7 -0.7
P 0.4 -2.8 0.9
H -1.7 1.1 -1.0
C 0.7 -1.3 2.0
O 0.5 -1.5 1.0
H 0.4 -0.1 1.0
N 2.6 -2.4 0.5
H 0.1 0.6 1.7
C -1.7 0.2 -0.7
C -0.9 1.1 0.3
C -1.0 0.0 -1.9
H 0.2 1.5 0.1
H 0.4 1.0 1.8
H 0.8 -0.3 1.2
H -2.7 3.8 -0.7



For each record above, in turn, the calculated energy above the lowest of the compared OMol25 structures with the same formula, charge and spin values are 85.67; 59.21; 0.00; 100.57; 64.31; 124.00 kcal per mole.